The following is a DFT calculation (ωB97M-V/def2-TZVPD) of a structure of composition C4H6NO in a non-equilibrium geometry.

ORCA input file:
```
! wB97M-V def2-TZVPD RIJCOSX def2/J DEFGRID3
* xyz 1 1
C 0.3893 -1.3351 -0.0556
C 0.7667 0.5150 0.7053
C 1.4489 -0.8274 0.9174
C -1.2129 0.7228 -0.6721
N -0.1503 0.0858 -0.0536
O 2.3606 -1.2023 1.5356
H 0.7603 -1.6938 -0.9869
H -0.3288 -1.9224 0.5402
H 0.3433 3.1732 0.6116
H -1.1341 0.3558 -1.7471
H -2.1357 0.3486 -0.2579
H -1.1073 1.7798 -0.5367
*
```

Results
Relative energy (zero: lowest compared OMol25 entry of this formula, charge and spin) (kJ/mol): 625.6
E (Ha): -285.48392
E_HOMO (spin up / spin down) (eV): -15.3 / -15.3
Orbital gap (spin up / spin down) (eV): 9.17 / 8.10